42
Properties=species:S:1:pos:R:3:forces:R:3 method="wB97M-V/def2-TZVPD" spin_multiplicity=1 charge=0
O -2.342377 2.741627 -0.525338 0.6 -0.2 0.6
H -1.662332 3.012882 -1.136734 -0.1 0.5 -0.9
H -1.776102 2.327649 0.147184 -0.8 -0.2 0.2
O 0.943240 2.265398 -0.438323 -1.1 0.0 -0.8
H 0.416483 2.650664 0.277972 0.1 0.0 -0.4
H 0.349744 2.144026 -1.232011 1.0 0.4 1.0
O -0.562305 -3.873711 1.627325 0.5 -0.1 0.5
H -0.551585 -2.979279 1.995546 -0.3 -0.2 -0.1
H -1.184055 -4.358483 2.169547 -0.2 -0.2 0.0
O -1.463085 -3.027195 -0.765884 -0.2 -0.6 -1.5
H -1.035492 -3.303169 0.021039 0.7 -1.4 1.2
H -1.632345 -2.142882 -0.527990 -0.8 1.7 -0.2
O 3.432949 -0.676381 -0.727098 2.3 -0.4 2.0
H 2.742094 -0.512525 -1.313245 -1.6 0.6 -1.7
H 3.077545 -1.351397 -0.136838 0.0 0.0 -0.4
O -2.665338 -0.284165 -0.970854 -1.0 -1.1 -0.5
H -3.203163 0.476303 -0.799137 -0.1 0.8 0.3
H -1.866620 -0.262600 -0.457766 0.8 0.7 0.5
O -0.093936 -0.200296 -0.260362 -0.3 -0.9 2.1
H -0.053055 -0.350036 0.741518 -0.4 -0.4 -1.7
H 0.436541 0.583910 -0.277266 0.9 1.2 -0.5
O 1.704834 -2.300114 0.519471 0.2 -0.5 -0.1
H 0.794877 -1.989055 0.410633 0.4 -0.1 0.2
H 2.046219 -2.154796 1.405422 -0.6 0.0 0.2
O -1.918571 1.206310 1.985944 -1.1 1.3 1.6
H -2.758243 1.327021 2.522165 1.2 -0.3 -1.1
H -1.294175 1.837742 2.423533 -0.3 -1.0 -0.5
O 3.648334 2.276919 -1.318645 2.1 1.4 1.2
H 3.700129 2.283029 -2.250595 -0.3 -0.3 -1.4
H 2.860912 1.878068 -1.029894 -1.4 -0.9 0.1
O 0.749199 1.647316 2.821090 -0.5 -1.3 -0.5
H 1.598465 1.298935 2.529586 0.1 0.1 -0.1
H 0.906101 2.533738 3.072505 0.5 1.5 0.6
O 1.640529 0.301151 -2.568396 0.2 -0.1 -0.4
H 1.850461 -0.289189 -3.308943 -0.2 0.3 0.1
H 1.031389 -0.218400 -2.040472 -0.6 -0.3 0.0
O -0.795524 -1.176154 2.063085 -1.2 1.5 -0.3
H -0.182295 -1.149715 2.780082 0.6 0.2 1.0
H -1.299208 -0.270583 2.091078 0.7 -1.6 0.2
O -1.568828 -0.179332 -3.394318 0.1 0.1 0.7
H -2.169705 0.506421 -3.675491 -0.2 0.3 -0.6
H -1.851706 -0.249653 -2.449125 0.2 -0.4 -0.7

***

42
Properties=species:S:1:pos:R:3:forces:R:3 method="wB97M-V/def2-TZVPD" spin_multiplicity=1 charge=0
H -0.581041 -0.785026 0.186724 2.6 0.3 -1.2
H 0.814481 -0.099537 -0.201295 -0.5 -0.4 -0.2
H 2.275370 2.312689 1.052901 2.2 -0.6 -1.5
H 3.822133 1.988166 0.662764 0.5 -0.1 0.7
H 1.903400 2.365036 -3.592825 0.6 1.2 1.3
H 2.259709 2.028674 -2.261069 0.4 -2.3 2.2
H 4.850920 -0.391208 1.944419 -0.7 -0.5 -1.0
H 3.859599 -1.034630 0.889891 -1.2 -2.2 -0.2
H 0.093827 4.185058 -0.640538 -1.7 -1.1 -1.3
H -0.853420 3.616100 -1.835332 0.4 0.4 -1.5
H 2.147634 2.896328 3.781160 1.6 -1.4 0.9
H 1.022463 2.995251 2.786798 0.0 0.2 0.4
H -1.254558 -1.748553 -0.906484 -0.5 1.6 3.0
H -1.294703 -1.744824 -2.285876 0.1 -1.1 -0.5
H -3.815861 0.108109 4.774555 -0.2 -0.6 -1.7
H -2.609643 -0.165051 4.047818 2.7 -0.2 -0.1
H -1.444500 0.949230 -0.986545 0.0 -0.4 2.1
H -1.107675 0.021842 -2.276755 -0.7 2.3 2.1
H -1.573428 -1.912369 2.626055 -0.5 -0.7 1.0
H -0.765088 -1.656481 3.795710 1.5 0.6 1.0
H -3.990874 0.605223 2.293091 1.1 0.7 1.0
H -4.108825 2.000928 2.287008 -1.8 3.6 -1.5
H -1.191797 -5.082815 -3.362677 0.1 -0.1 0.0
H -1.304755 -4.321313 -2.038895 -0.2 -0.1 -0.1
H 0.177207 1.697591 -2.221252 0.0 0.1 0.0
H -0.133499 0.759257 -3.377238 1.6 0.7 0.6
H 0.866894 -4.060886 -2.358290 -2.2 2.5 2.1
H 1.941965 -5.083287 -2.185406 -0.8 0.5 -0.9
O 0.200125 -0.809855 -0.486881 -0.7 1.3 2.9
O 2.928858 1.980079 0.350260 -3.1 0.7 0.6
O 2.249332 2.794821 -2.756144 -0.1 2.1 -3.3
O 4.355403 -0.291928 1.103023 2.1 2.6 1.3
O -0.738060 3.677711 -0.909196 1.4 0.6 2.8
O 1.517015 3.488427 3.457572 -1.7 1.2 -1.2
O -1.138326 -2.362191 -1.554204 -0.8 -2.4 -3.8
O -3.511311 -0.245441 3.887843 -2.7 -2.4 4.3
O -1.424876 0.914258 -1.909691 -2.7 -1.6 -2.7
O -1.525080 -2.157909 3.582187 -0.6 -0.1 -2.0
O -3.533009 1.406471 2.654236 0.6 -0.9 -2.0
O -1.329485 -5.209963 -2.420193 -0.4 0.1 0.2
O 0.592807 1.017719 -2.753853 0.9 -1.2 -2.6
O 1.350672 -4.645699 -2.843375 3.3 -2.9 -1.3

***

ΔE to the lowest compared entry with this formula, charge and spin / kcal per mole: 61.08; 176.95
LUMO level / eV: -0.97; -0.79